Record 1
14
Properties=species:S:1:pos:R:3:forces:R:3:mulliken_charge:R:1 method="wB97M-V/def2-TZVPD" total_charge=+1 homo_lumo_gap_ev=9.66 energy_ha=-2021.95734 e_above_lowest_kj_mol=0.0 spin_multiplicity=1
H -0.6751 -0.3660 -0.9364 -0.3 0.8 0.2 0.283
O -2.6458 -1.2281 0.8151 0.6 -0.4 1.0 -0.306
O 0.2908 -0.2373 1.4932 0.0 -0.1 0.2 -0.442
O -1.7397 -1.1967 2.9539 0.2 -0.5 0.4 -0.446
C 0.0150 0.4794 -0.7637 0.6 0.3 -1.2 -0.016
C 0.8017 0.1153 0.4405 0.7 0.5 -0.1 -0.110
C -2.1668 -1.2613 1.8697 -1.0 0.8 -1.1 0.873
H 1.9072 0.1868 0.3736 -0.3 -0.1 0.0 0.427
Cu 0.4032 -0.7304 3.4584 -0.2 0.0 -0.4 0.736
H -0.4464 1.4883 -0.6286 -0.3 -1.1 0.4 0.276
C 0.9016 0.6600 -2.0310 0.1 -0.5 0.3 -1.390
H 0.2677 0.8746 -2.8999 0.2 0.0 0.3 0.356
H 1.6239 1.4782 -1.9083 -0.2 -0.2 0.0 0.374
H 1.4626 -0.2631 -2.2363 -0.1 0.3 -0.1 0.385

=====

Record 2
19
Properties=species:S:1:pos:R:3:forces:R:3:mulliken_charge:R:1 method="wB97M-V/def2-TZVPD" total_charge=0 homo_lumo_gap_ev="8.28 / 7.58" energy_ha=-725.12033 e_above_lowest_kj_mol=537.1 spin_multiplicity=1
C -0.2291 0.1405 0.1306 -4.8 1.3 0.0 0.037
C 0.7153 -2.0508 -0.6202 1.3 -1.1 -2.1 -0.775
C -2.5492 1.4506 -0.0686 -0.9 -0.6 0.2 -0.946
C 2.3158 1.3128 0.0540 0.9 1.9 0.1 -0.780
C 0.3594 -1.1445 0.5035 -0.2 0.7 0.2 -0.654
N -1.8259 0.1679 0.1632 5.8 0.1 1.0 0.485
O -2.3664 -0.8840 0.5851 -1.0 0.2 -0.3 -0.651
S 0.5030 1.6728 -0.1878 1.3 0.3 0.1 -0.119
H -0.1707 -2.0488 -1.3445 1.5 -0.2 0.7 0.280
H 0.8003 -3.0392 -0.1286 0.0 0.1 -0.7 0.288
H 1.7607 -1.8846 -1.1686 -2.4 0.0 1.0 0.232
H -2.0757 2.3024 0.5146 -0.1 -1.0 -1.3 0.325
H -3.6010 1.3866 0.3824 1.5 -0.4 -0.9 0.282
H -2.5819 1.4627 -1.2038 -0.1 1.1 1.4 0.334
H 2.8809 1.7999 0.9005 -1.6 -0.9 0.2 0.299
H 2.9607 1.8012 -0.6967 -1.0 -0.4 -0.7 0.324
H 2.4597 0.2644 -0.0061 0.3 -0.9 0.1 0.205
H 1.1364 -1.0901 1.2589 0.2 0.3 0.1 0.471
H -0.4922 -1.6199 0.9321 -0.6 -0.5 0.9 0.361

=====

Record 3
55
Properties=species:S:1:pos:R:3:forces:R:3:mulliken_charge:R:1 method="wB97M-V/def2-TZVPD" total_charge=+1 homo_lumo_gap_ev=10.62 energy_ha=-1376.20386 e_above_lowest_kj_mol=484.1 spin_multiplicity=1
O -0.4062 0.9137 -0.0387 -0.9 0.0 1.3 -0.546
H -0.6664 1.5335 0.8569 0.4 -1.9 -1.3 0.425
H -1.1625 0.9155 -0.7959 0.9 -0.2 0.5 0.583
O -0.8245 -1.1333 1.3904 0.7 -0.6 1.1 -0.579
H -0.3680 -0.0599 0.3760 -0.9 1.4 -0.4 0.340
O -1.9554 0.5117 -1.9838 1.0 -0.5 0.6 -0.603
H -1.3696 0.1934 -2.7136 -0.9 0.4 0.3 0.195
H -2.6695 1.1059 -2.2094 -0.2 0.1 -0.8 0.308
O -2.8509 3.7943 -0.9266 0.7 1.9 -2.5 -0.514
H -3.4562 4.3625 -0.4661 -0.8 0.1 0.9 0.264
H -2.6378 4.4738 -1.6702 -0.2 -2.1 1.6 0.294
O -4.6921 -0.2543 -2.1456 -0.9 1.7 0.8 -0.521
H -4.6031 -1.1363 -2.4433 0.2 -1.5 -0.5 0.283
H -5.6509 -0.1194 -2.0263 0.6 -0.1 -0.2 0.282
O 2.0819 -0.3300 -0.1065 -1.8 -0.2 0.9 -0.752
H 1.5727 -0.8678 0.5758 1.1 0.5 -1.2 0.395
H 1.4265 0.3846 -0.2781 1.0 -0.5 -0.1 0.545
O 0.5343 0.6631 -3.8921 -0.3 -1.0 2.1 -0.608
H 0.0005 0.7038 -4.6654 0.3 0.5 -1.2 0.276
H 1.3578 1.1724 -3.7799 -0.6 0.7 -0.8 0.335
O 2.2577 2.5081 -3.2336 0.7 -0.4 -1.1 -0.658
H 3.1266 2.1534 -3.4902 -0.2 0.4 0.3 0.327
H 2.2539 2.5813 -2.2870 0.0 0.1 0.8 0.341
O -2.8973 3.1204 3.4499 -2.4 -2.6 1.0 -0.628
H -3.5824 3.5671 2.9626 -0.2 1.0 -0.5 0.300
H -3.5062 2.3046 3.6840 2.3 2.0 -0.3 0.317
O -0.3968 -1.7275 -3.3337 -1.5 0.6 -1.5 -0.587
H 0.2626 -1.1131 -3.0639 1.2 0.5 0.4 0.318
H -0.4259 -2.4949 -2.8100 0.3 -1.3 1.2 0.278
O 3.7034 0.7116 4.7808 0.5 -1.6 -0.8 -0.631
H 4.0611 -0.1269 4.3441 -0.5 2.1 0.9 0.314
H 4.3408 1.4263 4.6544 0.0 -0.4 -0.1 0.320
O -0.1691 3.0163 -1.5776 -0.1 0.0 -1.3 -0.551
H -0.2638 2.3130 -2.2474 0.3 -0.1 0.4 0.307
H -0.3929 3.7658 -2.1511 0.2 0.2 0.5 0.248
O -1.2114 1.4588 2.3268 3.3 1.2 -0.5 -0.668
H -1.0575 2.4424 2.4316 -1.7 -1.7 0.1 0.336
H -2.0101 1.0864 1.9495 -1.4 0.9 0.2 0.474
O 5.2143 -2.8203 1.3144 0.3 0.2 -0.3 -0.606
H 5.2812 -2.7283 2.2800 0.5 0.1 -0.7 0.316
H 6.0251 -2.4894 0.8584 -0.9 -0.3 1.1 0.304
O 1.4578 -4.7235 2.2133 -0.4 1.0 -2.9 -0.724
H 2.3002 -5.0904 1.8430 -1.0 0.5 0.6 0.354
H 1.0923 -4.2154 1.3615 1.1 -2.1 2.2 0.406
O 1.7430 -2.1595 2.0001 -3.0 -1.4 1.7 -0.707
H 2.5784 -1.9576 1.6742 2.6 0.1 -0.7 0.169
H 1.6822 -3.1381 2.3389 0.8 2.0 -0.5 0.385
O -3.6972 0.8438 1.3030 0.8 0.1 -1.7 -0.603
H -4.3404 0.2141 1.5970 -0.6 -0.6 0.4 0.291
H -3.5535 0.6049 0.3497 -0.3 0.3 1.1 0.285
O 2.4258 -4.1776 -0.2905 0.9 -2.5 -1.8 -0.584
H 2.6649 -5.1379 -0.5764 -0.7 2.4 0.9 0.299
H 2.7196 -3.6961 -1.0886 -0.2 0.1 0.7 0.283
H -0.0918 -1.1340 2.1068 -1.6 -0.8 -1.5 0.332
H -1.2556 -2.0151 1.2686 1.1 1.0 0.4 0.240

=====

Repeat the second record exactly.
19
Properties=species:S:1:pos:R:3:forces:R:3:mulliken_charge:R:1 method="wB97M-V/def2-TZVPD" total_charge=0 homo_lumo_gap_ev="8.28 / 7.58" energy_ha=-725.12033 e_above_lowest_kj_mol=537.1 spin_multiplicity=1
C -0.2291 0.1405 0.1306 -4.8 1.3 0.0 0.037
C 0.7153 -2.0508 -0.6202 1.3 -1.1 -2.1 -0.775
C -2.5492 1.4506 -0.0686 -0.9 -0.6 0.2 -0.946
C 2.3158 1.3128 0.0540 0.9 1.9 0.1 -0.780
C 0.3594 -1.1445 0.5035 -0.2 0.7 0.2 -0.654
N -1.8259 0.1679 0.1632 5.8 0.1 1.0 0.485
O -2.3664 -0.8840 0.5851 -1.0 0.2 -0.3 -0.651
S 0.5030 1.6728 -0.1878 1.3 0.3 0.1 -0.119
H -0.1707 -2.0488 -1.3445 1.5 -0.2 0.7 0.280
H 0.8003 -3.0392 -0.1286 0.0 0.1 -0.7 0.288
H 1.7607 -1.8846 -1.1686 -2.4 0.0 1.0 0.232
H -2.0757 2.3024 0.5146 -0.1 -1.0 -1.3 0.325
H -3.6010 1.3866 0.3824 1.5 -0.4 -0.9 0.282
H -2.5819 1.4627 -1.2038 -0.1 1.1 1.4 0.334
H 2.8809 1.7999 0.9005 -1.6 -0.9 0.2 0.299
H 2.9607 1.8012 -0.6967 -1.0 -0.4 -0.7 0.324
H 2.4597 0.2644 -0.0061 0.3 -0.9 0.1 0.205
H 1.1364 -1.0901 1.2589 0.2 0.3 0.1 0.471
H -0.4922 -1.6199 0.9321 -0.6 -0.5 0.9 0.361